#1
The following is a quantum chemistry calculation of a molecular structure, C11H23N3PdSSe4, from OMol25.

The value obtained for the HOMO-LUMO gap is 0.171 Ha. The total charge is -2.

Each line ends with the Löwdin charge.
CARTESIAN COORDINATES (ANGSTROEM)
Pd -0.666 -0.147 0.360  -0.049
Se 2.040 -0.154 -0.362  -0.289
Se 0.692 -2.044 -0.133  -0.181
Se -2.505 -1.557 -0.637  -0.195
Se -4.402 -2.027 0.787  -0.300
C -2.167 -1.483 6.025  -0.121
C -1.902 -2.902 5.535  -0.274
C -2.304 -3.155 4.082  -0.208
C -1.569 -2.284 3.074  -0.257
N -2.230 -0.985 2.949  -0.054
C -1.525 0.112 2.620  -0.914
S 0.108 0.391 3.062  0.534
N -2.234 1.215 2.189  -0.045
C -3.677 1.321 2.235  -0.229
C -4.262 1.444 3.636  -0.207
C -5.775 1.584 3.572  -0.276
C -6.436 1.612 4.942  -0.131
H -1.888 -1.371 7.077  0.058
H -3.227 -1.234 5.928  0.062
H -1.609 -0.746 5.447  0.045
H -2.431 -3.611 6.183  0.090
H -0.834 -3.122 5.645  0.100
H -3.380 -3.008 3.949  0.097
H -2.117 -4.206 3.840  0.105
H -1.546 -2.748 2.082  0.064
H -0.535 -2.113 3.380  0.074
H -3.111 -1.110 2.411  -0.065
H -1.704 2.047 2.401  0.085
H -4.108 0.459 1.712  0.015
H -3.951 2.193 1.632  0.124
H -3.819 2.301 4.161  0.113
H -3.995 0.557 4.219  0.099
H -6.175 0.753 2.984  0.111
H -6.033 2.495 3.021  0.104
H -6.235 0.692 5.494  0.067
H -7.521 1.720 4.870  0.058
H -6.056 2.440 5.547  0.063
C 0.577 3.028 0.466  -0.138
C -0.435 2.377 -0.370  -0.399
N -1.271 2.135 -1.128  0.133
H 0.157 3.948 0.878  0.072
H 1.436 3.262 -0.161  0.071
H 0.882 2.355 1.268  -0.010

***

#2
The following is a quantum chemistry calculation of a molecular structure, C11H23N3PdSSe4, from OMol25.

The value obtained for the HOMO-LUMO gap is 0.175 Ha. The total charge is -2.

Each line ends with the Löwdin charge.
CARTESIAN COORDINATES (ANGSTROEM)
Pd -2.550 1.288 -1.975  -0.073
Se -4.983 1.029 -1.361  -0.258
Se -4.240 2.572 -2.972  -0.221
Se -0.860 2.258 -3.476  -0.245
Se 0.983 3.069 -2.196  -0.314
C 2.301 0.494 1.969  -0.118
C 2.268 1.901 2.553  -0.268
C 1.440 2.893 1.739  -0.207
C -0.033 2.518 1.576  -0.207
N -0.248 1.617 0.458  -0.007
C -1.021 0.556 0.483  -0.861
S -1.715 -0.126 1.863  0.575
N -1.227 -0.075 -0.769  -0.123
C -0.010 -0.463 -1.522  -0.254
C 0.780 -1.551 -0.811  -0.205
C 2.093 -1.842 -1.527  -0.266
C 2.927 -2.894 -0.805  -0.126
H 3.009 -0.141 2.508  0.064
H 2.594 0.519 0.916  0.076
H 1.319 0.024 2.032  0.038
H 3.289 2.288 2.635  0.094
H 1.871 1.856 3.575  0.099
H 1.868 3.022 0.740  0.073
H 1.486 3.873 2.224  0.102
H -0.614 3.421 1.372  0.123
H -0.435 2.050 2.475  0.065
H 0.093 2.003 -0.457  -0.067
H -1.787 -0.899 -0.588  0.057
H 0.595 0.428 -1.697  0.003
H -0.348 -0.790 -2.505  0.102
H 0.179 -2.465 -0.735  0.107
H 0.992 -1.236 0.214  0.085
H 2.660 -0.911 -1.618  0.109
H 1.884 -2.172 -2.550  0.109
H 3.167 -2.566 0.210  0.063
H 3.869 -3.091 -1.324  0.058
H 2.382 -3.838 -0.724  0.067
C -4.347 -2.105 0.112  -0.130
C -3.326 -3.099 -0.181  -0.303
N -2.520 -3.882 -0.427  0.110
H -5.204 -2.581 0.588  0.076
H -4.655 -1.597 -0.805  -0.012
H -3.925 -1.354 0.784  0.011

***

Most favorable first, least favorable last: #2, #1

***

#1
The following is a quantum chemistry calculation of a molecular structure, C3H4I2, from OMol25.

The value obtained for the HOMO-LUMO gap (alpha / beta) is 0.293 / 0.293 Ha.

Each line ends with the Löwdin charge.
CARTESIAN COORDINATES (ANGSTROEM)
C -0.433 -0.622 -0.812  -0.037
C 0.392 0.279 -0.194  -0.459
C 1.746 0.008 0.327  -1.395
I 3.240 1.471 -0.055  0.748
I 2.379 -1.929 0.025  0.826
H -1.355 -0.506 -1.218  0.012
H -0.084 -1.725 -0.800  0.001
H 0.026 1.300 0.132  0.104
H 1.140 -0.128 2.099  0.201

***

#2
The following is a quantum chemistry calculation of a molecular structure, C3H4I2, from OMol25.

The value obtained for the HOMO-LUMO gap is 0.349 Ha.

Each line ends with the Löwdin charge.
CARTESIAN COORDINATES (ANGSTROEM)
C 0.233 -0.912 -1.053  -0.196
C 0.409 0.325 -0.764  -0.810
C -0.402 1.124 0.863  -0.675
I 2.069 1.495 -1.343  0.765
I -2.305 0.331 1.033  0.811
H 0.766 -1.487 -1.902  0.090
H -0.615 -1.479 -0.477  0.043
H -0.095 2.192 0.673  0.015
H 0.149 0.811 1.678  -0.042

***

Most favorable first, least favorable last: #2, #1

***

#1
The following is a quantum chemistry calculation of 21 unconnected molecules or ions with the total composition C2H44O22, from OMol25.

The value obtained for the HOMO-LUMO gap is 0.317 Ha. The total charge is -2.

Each line ends with the Löwdin charge.
CARTESIAN COORDINATES (ANGSTROEM)
O -4.411 14.974 19.245  -0.358
C -4.984 14.287 20.282  -0.351
C -4.090 13.095 20.464  -0.247
O -4.548 12.372 21.625  -0.396
H -5.956 13.983 19.915  0.082
H -5.108 14.942 21.165  0.112
H -3.167 13.583 20.726  0.095
H -3.961 12.414 19.625  0.127
O -5.836 10.838 17.345  -0.032
H -5.301 10.306 16.761  0.044
H -5.624 10.718 18.252  -0.021
O -1.037 13.502 22.495  -0.052
H -0.683 13.641 21.624  0.008
H -1.749 12.892 22.350  -0.031
O -4.971 13.547 17.202  -0.030
H -4.834 13.909 18.061  -0.031
H -5.286 12.648 17.306  0.013
O -7.009 13.260 22.451  -0.071
H -6.177 13.282 21.946  0.010
H -6.762 13.607 23.344  0.098
O -5.076 10.785 23.614  -0.026
H -5.009 11.376 22.875  -0.042
H -4.289 10.861 24.075  -0.009
O -2.485 11.807 16.919  -0.073
H -2.486 12.585 17.446  -0.052
H -3.030 11.896 16.129  0.025
O -2.016 14.193 18.251  -0.050
H -2.857 14.311 18.719  -0.008
H -1.420 14.531 18.906  -0.020
O -5.405 10.293 20.139  -0.046
H -5.549 9.675 20.856  0.070
H -4.902 10.979 20.592  -0.002
O -0.562 15.509 20.168  -0.085
H -0.585 16.090 19.386  0.058
H -1.442 15.668 20.549  -0.022
O -7.790 10.667 22.349  -0.067
H -7.237 11.439 22.513  -0.025
H -8.674 10.916 22.588  0.018
O -3.255 17.038 18.150  -0.060
H -3.719 16.223 18.448  -0.008
H -3.768 17.290 17.415  -0.002
O -5.555 16.156 23.612  -0.087
H -4.915 15.495 23.236  -0.022
H -5.922 16.630 22.894  -0.033
O -5.533 17.547 21.096  -0.066
H -5.762 17.036 20.326  -0.033
H -4.652 17.313 21.457  0.032
O -6.353 15.607 16.460  -0.108
H -6.768 15.791 17.292  -0.042
H -5.779 14.830 16.636  -0.029
O -6.647 16.351 19.012  -0.070
H -7.308 16.048 19.627  -0.014
H -5.975 15.639 19.138  0.014
O -2.229 11.222 21.503  -0.061
H -3.118 11.577 21.478  -0.049
H -2.129 11.057 20.549  0.065
O -8.142 15.368 20.946  -0.039
H -7.670 14.642 21.334  -0.011
H -8.647 15.027 20.176  0.082
O -7.316 12.120 19.770  -0.028
H -6.795 12.895 19.692  -0.037
H -6.719 11.444 20.074  -0.028
O -3.797 14.279 23.192  -0.056
H -3.807 13.890 24.076  0.095
H -3.969 13.535 22.606  -0.012
O -2.889 16.065 21.229  -0.049
H -3.038 15.393 21.919  0.028
H -3.481 15.664 20.554  0.013

***

#2
The following is a quantum chemistry calculation of 21 unconnected molecules or ions with the total composition C2H44O22, from OMol25.

The value obtained for the HOMO-LUMO gap is 0.277 Ha. The total charge is -2.

Each line ends with the Löwdin charge.
CARTESIAN COORDINATES (ANGSTROEM)
O -0.510 0.279 1.790  -0.351
C -0.893 0.242 0.451  -0.308
C 0.330 -0.032 -0.418  -0.295
O 0.099 -0.782 -1.608  -0.360
H -1.455 1.179 0.193  0.104
H -1.509 -0.594 0.143  0.085
H 1.123 -0.535 0.125  0.102
H 0.671 0.921 -0.713  0.068
O -4.100 0.163 -0.724  -0.064
H -3.937 1.132 -0.685  0.014
H -4.131 -0.099 -1.631  0.000
O 2.154 2.756 0.395  -0.108
H 1.379 2.984 -0.141  -0.025
H 1.659 2.456 1.163  -0.054
O 1.266 -2.372 -3.180  -0.067
H 0.818 -1.734 -2.637  -0.058
H 1.871 -1.947 -3.766  0.021
O 2.594 -0.626 2.446  -0.041
H 2.852 -1.331 3.059  0.084
H 1.924 -1.052 1.924  -0.002
O 0.172 -2.324 2.469  -0.077
H 0.830 -2.628 1.848  -0.071
H -0.061 -1.505 1.993  0.000
O 2.191 -3.240 1.190  -0.061
H 1.614 -4.011 1.338  0.076
H 2.153 -3.259 0.243  -0.002
O 1.275 1.867 2.622  -0.076
H 1.941 1.186 2.787  0.027
H 0.612 1.240 2.337  -0.043
O -1.297 1.759 -2.122  -0.045
H -0.789 1.070 -1.742  -0.008
H -0.793 2.112 -2.876  0.075
O -3.180 -2.650 0.281  -0.055
H -2.818 -1.984 -0.338  -0.005
H -3.955 -2.268 0.628  -0.005
O -0.306 3.625 -0.306  -0.053
H -0.588 2.937 -0.916  -0.015
H -0.807 3.477 0.486  -0.009
O 1.332 2.460 -3.176  -0.023
H 1.707 1.745 -2.690  -0.012
H 1.867 2.487 -3.946  0.019
O -2.635 -1.588 -2.537  -0.076
H -1.708 -1.339 -2.265  0.035
H -2.679 -1.306 -3.454  0.031
O -3.388 2.995 -1.131  -0.057
H -3.704 3.357 -1.924  0.006
H -2.580 2.510 -1.414  -0.012
O 3.768 -0.357 -0.009  -0.079
H 3.413 -0.203 0.871  0.006
H 4.674 0.106 -0.055  0.117
O -0.181 -3.113 -0.320  -0.054
H -0.195 -2.149 -0.531  0.001
H -0.743 -3.236 0.432  0.010
O 3.194 -2.731 -1.271  -0.083
H 2.330 -2.696 -1.697  -0.005
H 3.225 -1.952 -0.684  -0.008
O -3.201 -0.034 2.415  -0.037
H -2.304 0.037 2.092  -0.029
H -3.744 0.562 1.939  0.000
O 2.526 -0.051 -2.550  -0.060
H 1.677 -0.313 -2.200  -0.026
H 3.220 -0.239 -1.917  0.015
O -0.615 0.032 4.610  -0.083
H 0.239 0.457 4.830  0.027
H -0.556 -0.063 3.648  -0.018
O -1.378 2.970 2.169  -0.046
H -0.674 3.202 2.731  0.013
H -1.308 2.008 1.944  0.025

***

Most favorable first, least favorable last: #1, #2